ORCA calculation (ωB97M-V/def2-TZVPD) on 7 unconnected molecules or ions with the total composition C38H59BBrF5N2O24P2.

Bonds (Å) are listed after each position.
Geometry (Å):
1 C -6.40249 1.54030 1.81611  C2 1.550, H38 1.088, H39 1.089, H40 1.093
2 C -5.05861 0.88476 2.22535  C1 1.550, B3 1.575, H41 1.093, H42 1.092
3 B -4.91527 -0.58050 1.66565  C2 1.575, O4 1.360, C5 1.577
4 O -5.72929 -1.58671 2.08281  B3 1.360, H43 0.964
5 C -3.80107 -0.87917 0.59081  B3 1.577, C6 1.336, C36 1.493
6 C -4.02408 -0.96797 -0.72356  C5 1.336, C7 1.484, H44 1.083
7 C -2.89603 -1.23795 -1.64994  C6 1.484, O8 1.209, C9 1.504
8 O -3.05278 -1.96248 -2.60547  C7 1.209
9 C -1.58178 -0.61457 -1.26939  C7 1.504, C10 1.398, C35 1.393
10 C -0.67691 -0.11415 -2.21026  C9 1.398, C11 1.516, C21 1.408
11 C -1.04801 -0.20929 -3.67735  C10 1.516, C12 1.530, H45 1.090, H46 1.083
12 C -2.26406 0.63241 -4.07035  C11 1.530, C13 1.527, H47 1.091, H48 1.087
13 C -2.14179 2.12489 -3.76930  C12 1.527, C14 1.520, H49 1.087, H50 1.091
14 C -3.44616 2.87758 -3.97483  C13 1.520, F15 1.360, F16 1.362, C17 1.541
15 F -3.20586 4.13073 -4.44625  C14 1.360
16 F -4.25786 2.26422 -4.88021  C14 1.362
17 C -4.29080 3.03095 -2.69481  C14 1.541, F18 1.344, F19 1.341, F20 1.335
18 F -4.68099 1.82410 -2.25015  C17 1.344
19 F -3.58743 3.62833 -1.72145  C17 1.341
20 F -5.38528 3.76049 -2.92167  C17 1.335
21 C 0.52905 0.44369 -1.74465  C10 1.408, P22 1.826, C26 1.419
22 P 1.72181 1.14029 -2.93922  C21 1.826, N23 1.543, O24 1.604, O25 1.603
23 N 2.74392 2.16580 -2.40463  P22 1.543, H51 1.010
24 O 0.77830 1.88816 -3.99890  P22 1.604, H52 0.970
25 O 2.24925 -0.18124 -3.67811  P22 1.603, H53 0.967
26 C 0.83804 0.43213 -0.36008  C21 1.419, P27 1.875, C30 1.407
27 P 2.37762 0.89003 0.60785  C26 1.875, O28 1.633, Br29 2.256
28 O 2.63926 2.48264 0.36247  P27 1.633, H54 0.967
29 Br 4.03971 -0.15117 -0.50676  P27 2.256
30 C -0.11107 -0.04797 0.56109  C26 1.407, N31 1.399, C35 1.401
31 N 0.17555 -0.07606 1.92972  C30 1.399, C32 1.269
32 C -0.42193 0.69020 2.74569  N31 1.269, C33 1.495, C34 1.505
33 C -0.28415 0.42863 4.21139  C32 1.495, H55 1.094, H56 1.085, H57 1.091
34 C -1.25468 1.88247 2.35884  C32 1.505, H58 1.090, H59 1.092, H60 1.089
35 C -1.33138 -0.55853 0.09942  C9 1.393, C30 1.401, C36 1.500
36 C -2.38874 -1.06186 1.03754  C5 1.493, C35 1.500, O37 1.211
37 O -2.14510 -1.60501 2.09240  C36 1.211
38 H -6.26106 2.57557 1.51412  C1 1.088
39 H -7.13829 1.51029 2.61811  C1 1.089
40 H -6.85423 1.03961 0.95537  C1 1.093
41 H -4.94937 0.88697 3.31303  C2 1.093
42 H -4.25028 1.51631 1.85189  C2 1.092
43 H -6.56843 -1.25502 2.42109  O4 0.964
44 H -5.01303 -0.87309 -1.15577  C6 1.083
45 H -1.32197 -1.24712 -3.86499  C11 1.090
46 H -0.20298 -0.01897 -4.32706  C11 1.083
47 H -2.40557 0.52283 -5.14619  C12 1.091
48 H -3.17435 0.24722 -3.61791  C12 1.087
49 H -1.42727 2.59202 -4.44267  C13 1.087
50 H -1.81764 2.29790 -2.74231  C13 1.091
51 H 3.71484 1.90770 -2.50777  N23 1.010
52 H 1.16773 2.77239 -4.08762  O24 0.970
53 H 3.21545 -0.16712 -3.70728  O25 0.967
54 H 1.81945 2.95265 0.56601  O28 0.967
55 H -1.29353 0.27589 4.60478  C33 1.094
56 H 0.28241 -0.47975 4.38866  C33 1.085
57 H 0.13019 1.28715 4.74210  C33 1.091
58 H -1.92354 2.13755 3.18124  C34 1.090
59 H -0.61579 2.75652 2.21352  C34 1.092
60 H -1.87204 1.73082 1.47491  C34 1.089
61 C -1.45823 -4.44636 2.53931  O62 1.437, H67 1.086, H68 1.083, H69 1.088
62 O -1.82796 -5.83351 2.59301  C61 1.437, C63 1.328
63 C -2.51180 -6.17603 3.67853  O62 1.328, O64 1.204, O65 1.335
64 O -2.82579 -5.44507 4.58194  C63 1.204
65 O -2.79524 -7.47847 3.60110  C63 1.335, C66 1.429
66 C -3.53519 -7.98369 4.71384  O65 1.429, H70 1.088, H71 1.088, H72 1.086
67 H -0.91220 -4.31684 1.60947  C61 1.086
68 H -2.34074 -3.81901 2.54503  C61 1.083
69 H -0.81540 -4.19415 3.38025  C61 1.088
70 H -4.49564 -7.47882 4.79784  C66 1.088
71 H -2.97288 -7.86020 5.63740  C66 1.088
72 H -3.68920 -9.03974 4.51341  C66 1.086
73 C -6.29676 -6.74486 -6.72066  O74 1.429, H79 1.086, H80 1.088, H81 1.088
74 O -6.07974 -6.68427 -5.30939  C73 1.429, C75 1.334
75 C -5.68743 -5.48779 -4.86760  O74 1.334, O76 1.203, O77 1.329
76 O -5.51724 -4.51079 -5.54934  C75 1.203
77 O -5.52081 -5.56397 -3.55115  C75 1.329, C78 1.434
78 C -5.09159 -4.34076 -2.93880  O77 1.434, H82 1.089, H83 1.085, H84 1.086
79 H -6.60706 -7.76415 -6.92986  C73 1.086
80 H -7.07978 -6.05052 -7.01912  C73 1.088
81 H -5.37928 -6.51879 -7.26039  C73 1.088
82 H -5.83085 -3.55752 -3.09686  C78 1.089
83 H -4.13143 -4.02451 -3.33207  C78 1.085
84 H -5.00060 -4.55234 -1.87712  C78 1.086
85 C 8.46556 -3.33303 -4.75528  O86 1.430, H91 1.086, H92 1.088, H93 1.088
86 O 7.55156 -2.59917 -3.93671  C85 1.430, C87 1.335
87 C 8.09156 -2.10940 -2.81820  O86 1.335, O88 1.203, O89 1.329
88 O 9.23813 -2.23977 -2.47862  C87 1.203
89 O 7.14521 -1.45594 -2.15175  C87 1.329, C90 1.435
90 C 7.57998 -0.86738 -0.91699  O89 1.435, H94 1.088, H95 1.087, H96 1.084
91 H 7.89294 -3.66523 -5.61594  C85 1.086
92 H 9.28666 -2.69675 -5.07949  C85 1.088
93 H 8.85727 -4.19351 -4.21662  C85 1.088
94 H 8.36227 -0.13296 -1.09856  C90 1.088
95 H 7.93710 -1.62852 -0.22748  C90 1.087
96 H 6.70067 -0.38590 -0.50392  C90 1.084
97 C -0.16768 6.24138 -3.23977  O98 1.430, H103 1.087, H104 1.088, H105 1.088
98 O 0.90330 5.61644 -2.52785  C97 1.430, C99 1.335
99 C 2.00269 6.36434 -2.40965  O98 1.335, O100 1.203, O101 1.329
100 O 2.14506 7.47611 -2.84635  C99 1.203
101 O 2.90405 5.66620 -1.72716  C99 1.329, C102 1.430
102 C 4.14824 6.34119 -1.52473  O101 1.430, H106 1.088, H107 1.088, H108 1.086
103 H -0.97633 5.51542 -3.25238  C97 1.087
104 H -0.49715 7.14641 -2.73352  C97 1.088
105 H 0.12854 6.47537 -4.26057  C97 1.088
106 H 3.99967 7.25770 -0.95687  C102 1.088
107 H 4.61919 6.57057 -2.47843  C102 1.088
108 H 4.76943 5.65164 -0.96166  C102 1.086
109 C 1.35791 6.43574 4.00429  O110 1.430, H115 1.085, H116 1.089, H117 1.088
110 O 1.65071 6.22302 5.38747  C109 1.430, C111 1.330
111 C 0.87397 5.32309 5.98485  O110 1.330, O112 1.205, O113 1.330
112 O -0.02125 4.70674 5.46460  C111 1.205
113 O 1.25351 5.22065 7.25522  C111 1.330, C114 1.431
114 C 0.49951 4.27981 8.02531  O113 1.431, H118 1.088, H119 1.088, H120 1.085
115 H 2.06440 7.18585 3.66334  C109 1.085
116 H 1.49517 5.51602 3.43848  C109 1.089
117 H 0.34033 6.80048 3.87907  C109 1.088
118 H 0.59936 3.27832 7.61147  C114 1.088
119 H -0.55021 4.56434 8.05703  C114 1.088
120 H 0.92132 4.30950 9.02490  C114 1.085
121 C 4.16006 -1.54222 3.01474  O122 1.433, H127 1.086, H128 1.088, H129 1.086
122 O 5.03714 -2.39104 3.76609  C121 1.433, C123 1.329
123 C 6.31794 -2.27822 3.42883  O122 1.329, O124 1.205, O125 1.333
124 O 6.76558 -1.55575 2.57481  C123 1.205
125 O 7.02897 -3.10620 4.19425  C123 1.333, C126 1.430
126 C 8.43412 -3.08909 3.93053  O125 1.430, H130 1.088, H131 1.088, H132 1.086
127 H 3.15382 -1.73521 3.37492  C121 1.086
128 H 4.40630 -0.49399 3.17351  C121 1.088
129 H 4.21978 -1.77808 1.95596  C121 1.086
130 H 8.84629 -2.09797 4.10935  C126 1.088
131 H 8.63632 -3.39276 2.90524  C126 1.088
132 H 8.87424 -3.80259 4.62042  C126 1.086

## Properties
- Maximum force: 0.0160 hartree/bohr
- Molar mass: 1175.5 g/mol
- Highest occupied orbital energy: -8.588 eV
- LUMO energy: -0.05078 Ha
- Structure (SMILES): CCB(O)C1=CC(=O)c2c(CCCC(F)(F)C(F)(F)F)c(P(=N)(O)O)c(P(O)Br)c(N=C(C)C)c2C1=O.COC(=O)OC.COC(=O)OC.COC(=O)OC.COC(=O)OC.COC(=O)OC.COC(=O)OC
- DFT total energy: -7179.76105 Eh
- Charge: 0
- Orbital gap: 7.2062 eV



ORCA calculation (ωB97M-V/def2-TZVPD) on 3 unconnected molecules or ions with the total composition C38H59NO9P2S at a distorted geometry.

Bonds (Å) are listed after each position.
Geometry (Å):
1 C 0.19311 2.88622 1.60924  O2 1.454, H30 1.150, H31 1.155, H32 1.144
2 O 0.65380 3.72750 0.51690  C1 1.454, C3 1.464
3 C 0.14788 3.20388 -0.75368  O2 1.464, C4 1.605, H33 1.145, H34 1.147
4 C -1.19156 4.01219 -1.11054  C3 1.605, C5 1.605, H35 1.155, H36 1.148
5 C -2.17199 3.27192 -2.14389  C4 1.605, C6 1.609, H37 1.155, H38 1.156
6 C -2.54065 1.75430 -1.75506  C5 1.609, C7 1.620, H39 1.157, H40 1.156
7 C -2.00418 0.79951 -2.94822  C6 1.620, C8 1.611, H41 1.159, H42 1.149
8 C -2.31836 -0.75541 -2.67010  C7 1.611, C9 1.568, C13 1.563
9 C -2.91164 -1.28826 -1.32043  C8 1.568, C10 1.577, H43 1.149
10 C -3.16850 -2.82182 -1.05823  C9 1.577, C11 1.557, H44 1.142
11 C -2.80864 -3.77788 -2.23268  C10 1.557, C12 1.577, S29 1.872
12 C -2.23360 -3.27540 -3.61251  C11 1.577, C13 1.557, N14 1.475
13 C -1.99710 -1.75215 -3.82990  C8 1.563, C12 1.557, H45 1.153
14 N -1.91983 -4.22118 -4.69938  C12 1.475, C15 1.476, H46 1.029
15 C -1.06497 -5.34353 -4.26723  N14 1.476, C16 1.575, C28 1.576
16 C 0.21959 -5.62553 -5.13310  C15 1.575, C17 1.571, H47 1.147
17 C 1.12893 -6.79936 -4.61863  C16 1.571, C18 1.571, H48 1.152
18 C 0.77376 -7.63203 -3.33498  C17 1.571, C19 1.625, C27 1.573
19 C 1.78313 -8.80139 -2.82940  C18 1.625, C20 1.621, H49 1.140, H50 1.153
20 C 3.04437 -8.00090 -2.19883  C19 1.621, C21 1.575, C26 1.557
21 C 4.29582 -7.62681 -3.07891  C20 1.575, C22 1.567, H51 1.139
22 C 5.50198 -6.81374 -2.49707  C21 1.567, C23 1.576, H52 1.152
23 C 5.54271 -6.30055 -1.00799  C22 1.576, C24 1.611, C25 1.567
24 C 6.77287 -5.42429 -0.44725  C23 1.611, H53 1.158, H54 1.141, H55 1.157
25 C 4.30145 -6.70020 -0.13886  C23 1.567, C26 1.572, H56 1.154
26 C 3.09136 -7.51863 -0.71875  C20 1.557, C25 1.572, H57 1.149
27 C -0.52241 -7.34989 -2.48981  C18 1.573, C28 1.547, H58 1.137
28 C -1.41961 -6.19168 -2.98657  C15 1.576, C27 1.547, S29 1.872
29 S -2.98296 -5.63782 -2.11853  C11 1.872, C28 1.872
30 H 0.11309 3.46556 2.59894  C1 1.150
31 H 0.97519 2.04531 1.73066  C1 1.155
32 H -0.81233 2.37681 1.41563  C1 1.144
33 H 0.97274 3.39575 -1.52434  C3 1.145
34 H 0.01549 2.06756 -0.67772  C3 1.147
35 H -0.85858 4.99601 -1.61500  C4 1.155
36 H -1.76282 4.24943 -0.14383  C4 1.148
37 H -3.14809 3.86608 -2.31139  C5 1.155
38 H -1.64085 3.26272 -3.17078  C5 1.156
39 H -3.68107 1.56679 -1.69662  C6 1.157
40 H -2.01029 1.39268 -0.79328  C6 1.156
41 H -0.84978 0.90711 -2.95189  C7 1.159
42 H -2.35062 1.14042 -3.98918  C7 1.149
43 H -3.14624 -0.57843 -0.44769  C9 1.149
44 H -3.57077 -3.22456 -0.06838  C10 1.142
45 H -1.58675 -1.42950 -4.85747  C13 1.153
46 H -1.46892 -3.66781 -5.44078  N14 1.029
47 H 0.48714 -5.01950 -6.06989  C16 1.147
48 H 2.07759 -6.99736 -5.24237  C17 1.152
49 H 2.08462 -9.51056 -3.66908  C19 1.140
50 H 1.22647 -9.41452 -2.02724  C19 1.153
51 H 4.32829 -7.94666 -4.17108  C21 1.139
52 H 6.41462 -6.51036 -3.13188  C22 1.152
53 H 7.60013 -5.30052 -1.24749  C24 1.158
54 H 7.25423 -5.87186 0.48516  C24 1.141
55 H 6.45429 -4.34317 -0.18475  C24 1.157
56 H 4.31706 -6.31674 0.94894  C25 1.154
57 H 2.20352 -7.76468 -0.03159  C26 1.149
58 H -0.80218 -7.94696 -1.56390  C27 1.137
59 O 3.61089 -5.13685 4.35101  P60 1.533
60 P 2.98123 -4.10410 5.29258  O59 1.533, O61 1.653, O64 1.661, O67 1.712
61 O 1.94377 -5.14233 6.05384  P60 1.653, C62 1.421
62 C 2.47734 -6.02772 7.02944  O61 1.421, C63 1.517, H70 1.094, H71 1.093
63 C 2.63319 -5.32764 8.36600  C62 1.517, H72 1.094, H73 1.093, H74 1.093
64 O 1.90969 -3.49745 4.17830  P60 1.661, C65 1.424
65 C 2.28018 -3.40056 2.80692  O64 1.424, C66 1.515, H75 1.094, H76 1.094
66 C 1.62741 -4.51375 2.01312  C65 1.515, H77 1.093, H78 1.093, H79 1.094
67 O 2.39743 -2.88817 6.34760  P60 1.712, C68 1.431
68 C 2.93061 -1.57320 6.16285  O67 1.431, C69 1.517, H80 1.095, H81 1.093
69 C 1.92899 -0.69021 5.44280  C68 1.517, H82 1.091, H83 1.093, H84 1.093
70 H 3.43296 -6.43750 6.69029  C62 1.094
71 H 1.77549 -6.85911 7.12928  C62 1.093
72 H 3.39705 -4.54730 8.30786  C63 1.094
73 H 2.92619 -6.03789 9.14289  C63 1.093
74 H 1.69971 -4.84302 8.66153  C63 1.093
75 H 3.36763 -3.40564 2.68659  C65 1.094
76 H 1.92386 -2.43487 2.43505  C65 1.094
77 H 1.90124 -5.49843 2.39967  C66 1.093
78 H 1.91336 -4.46118 0.95972  C66 1.093
79 H 0.53846 -4.44165 2.08456  C66 1.094
80 H 3.88214 -1.61282 5.62299  C68 1.095
81 H 3.12722 -1.16379 7.15749  C68 1.093
82 H 1.89662 -0.92473 4.37753  C69 1.091
83 H 2.20139 0.36373 5.53847  C69 1.093
84 H 0.91989 -0.83817 5.83460  C69 1.093
85 O -1.64206 10.37057 0.21863  P86 1.532
86 P -2.87442 10.26842 -0.68653  O85 1.532, O87 1.654, O90 1.661, O93 1.712
87 O -4.00642 10.44451 0.50580  P86 1.654, C88 1.421
88 C -4.23046 11.74639 1.03032  O87 1.421, C89 1.517, H96 1.094, H97 1.093
89 C -5.16549 12.53589 0.13409  C88 1.517, H98 1.094, H99 1.093, H100 1.093
90 O -2.88712 8.60923 -0.76069  P86 1.661, C91 1.424
91 C -1.66286 7.88203 -0.77313  O90 1.424, C92 1.515, H101 1.094, H102 1.094
92 C -1.40815 7.27082 0.58979  C91 1.515, H103 1.092, H104 1.093, H105 1.094
93 O -4.17921 10.21454 -1.79431  P86 1.712, C94 1.431
94 C -3.84040 10.01281 -3.16968  O93 1.431, C95 1.517, H106 1.095, H107 1.093
95 C -4.12065 8.57974 -3.58109  C94 1.517, H108 1.091, H109 1.093, H110 1.093
96 H -3.28089 12.27257 1.16284  C88 1.094
97 H -4.68327 11.62350 2.01705  C88 1.093
98 H -4.69372 12.74436 -0.83014  C89 1.094
99 H -5.43395 13.48798 0.59812  C89 1.093
100 H -6.07774 11.97022 -0.06943  C89 1.093
101 H -0.82792 8.51249 -1.09302  C91 1.094
102 H -1.76018 7.08318 -1.51484  C91 1.094
103 H -1.37625 8.03226 1.37252  C92 1.092
104 H -0.46451 6.71980 0.60074  C92 1.093
105 H -2.21750 6.58419 0.85420  C92 1.094
106 H -2.79495 10.27972 -3.35478  C94 1.095
107 H -4.46729 10.68904 -3.75733  C94 1.093
108 H -3.35153 7.90630 -3.19915  C95 1.091
109 H -4.13012 8.48310 -4.66953  C95 1.093
110 H -5.07683 8.23453 -3.18075  C95 1.093

## Properties
- Maximum force: 0.1802 hartree/bohr
- Molar mass: 767.9 g/mol
- Highest occupied orbital energy: -7.535 eV
- LUMO energy: -0.05723 Ha
- Structure (SMILES): COCCCCCc1ccc2c(c1)Nc1ccc(Cc3ccc(C)cc3)cc1S2.CCOP(=O)(OCC)OCC.CCOP(=O)(OCC)OCC
- DFT total energy: -3295.60056 Eh
- Charge: 0
- Orbital gap: 5.9782 eV